--- P ---
Below is a cluster of 2 separate species, C3H8NO2 in total, with properties calculated with the ωB97M-V functional and the def2-TZVPD basis.

## Properties
- Total charge: -1
- HOMO: -3.86 eV
- LUMO level: 4.37 eV

Each line ends with the Mulliken charge.
Positions of all 14 atoms, in Å:
N1 -0.62714 0.26257 -3.09853  -0.462
C1 -0.13354 0.10036 -1.77564  0.626
O1 0.21396 1.16206 -1.20346  -0.741
O2 -0.12053 -1.07263 -1.33957  -0.736
H1 -0.52336 1.15025 -3.55139  0.174
H2 -0.76855 -0.55123 -3.66975  0.170
C2 0.04910 0.60158 1.90037  -0.774
C3 0.44984 -0.86556 1.74503  -0.782
H3 0.89233 1.24504 1.65432  0.200
H4 -0.26760 0.82895 2.92615  0.346
H5 -0.77188 0.85694 1.23581  0.215
H6 1.00653 -1.19360 2.63308  0.333
H7 -0.43062 -1.50874 1.70076  0.210
H8 1.03148 -1.01598 0.84282  0.223

***

--- Q ---
Below is the ion C3H8NO2 with charge -1, with properties calculated with the ωB97M-V functional and the def2-TZVPD basis.

## Properties
- Total charge: -1
- HOMO: -2.63 eV
- SMILES string: N[C@@H](C[O-])CO
- LUMO level: 4.10 eV

Each line ends with the Mulliken charge.
Positions of all 14 atoms, in Å:
N1 -1.32316 0.46957 -0.67421  -0.789
C1 -0.04581 0.42115 0.11250  -0.001
C2 -0.29569 -0.35151 1.43800  -0.641
O1 -1.03996 -1.45670 1.24611  -0.873
C3 1.09944 -0.15046 -0.61984  -0.501
O2 1.44147 0.38594 -1.96951  -0.544
H1 -1.38412 -0.58891 -0.99643  0.349
H2 -2.16912 0.38410 -0.08028  0.335
H3 0.13905 1.44025 0.39155  0.272
H4 0.83184 -0.42021 1.78077  0.144
H5 -0.80151 0.19864 2.19554  0.352
H6 2.04538 -0.23250 -0.03415  0.267
H7 0.79745 -1.21236 -0.74044  0.269
H8 0.70475 1.11299 -2.04960  0.361

***

--- R ---
Below is a structure of composition C3H8NO2, with properties calculated with the ωB97M-V functional and the def2-TZVPD basis.

## Properties
- Total charge: -1
- HOMO: -3.77 eV
- LUMO level: 4.48 eV

Each line ends with the Mulliken charge.
Positions of all 14 atoms, in Å:
C1 -3.05421 0.26473 -1.35395  -0.838
C2 -1.76137 -0.01630 -1.12091  0.019
O1 -1.27703 -0.60709 -0.05815  -0.662
H1 -3.33222 0.68761 -2.30869  0.235
H2 -3.81052 0.05603 -0.60314  0.258
H3 -1.02478 0.26419 -1.88168  0.236
H4 -0.12223 -0.51777 -0.05045  0.478
N1 2.88128 0.66238 1.15362  -0.735
C3 1.59705 -0.06541 1.19809  -0.279
O2 1.10440 -0.37295 -0.03686  -0.735
H5 3.47595 0.13694 0.51915  0.252
H6 2.70907 1.54134 0.67594  0.267
H7 1.78541 -0.96506 1.81106  0.242
H8 0.90796 0.57431 1.77683  0.263

***

Bottom line: P, by a margin of 1.744 eV.